Entry 1:
DFT (wB97M-V/def2-TZVPD) results for C6H12O2 as an isolated structure in a non-equilibrium geometry.

Each line ends with the Mulliken charge.
Element x y z (Å)
C 1.088756 0.372613 0.276918  1.075
C -1.532072 -0.403244 -0.425447  -0.072
C 1.294209 1.175221 -0.968947  -1.454
C 1.417046 -0.984760 0.301890  -1.093
C 0.879894 1.148429 1.537810  -1.383
C -2.897097 -1.156585 -0.675660  -0.031
O -1.062953 -1.707513 -0.350647  -0.618
O -3.584023 -0.961184 -1.643058  -0.514
H -1.257117 0.168135 -1.312199  0.187
H -1.595071 0.156293 0.514317  0.188
H -3.241256 -1.736907 0.194361  0.337
H 0.497541 1.907828 -1.104421  0.348
H 0.142031 -1.590488 0.066343  0.366
H 1.761160 1.772148 1.729867  0.412
H 1.347381 0.544558 -1.855417  0.386
H 2.237557 1.727686 -0.893973  0.425
H 1.687947 -1.411041 1.261963  0.380
H 2.051937 -1.339008 -0.506489  0.375
H 0.024157 1.820090 1.453203  0.321
H 0.739973 0.497726 2.399584  0.366

Atoms 1-6, force components in eV/Å:
1.5 -1.3 0.2
-2.6 -1.9 -0.3
-0.3 -0.1 -0.2
0.8 2.1 0.3
-0.4 -0.1 0.1
-1.1 3.3 0.3

## Properties
* highest occupied orbital energy (alpha / beta): -8.56 / -8.56 eV
* 2S+1: 1
* energy: -10507.854 eV
* charge: 0
* Kohn-Sham gap (alpha / beta): 8.40 / 8.40 eV

***

Entry 2:
DFT (wB97M-V/def2-TZVPD) results for C21H14Cl2F5NO3Re as an isolated structure in a non-equilibrium geometry.

Each line ends with the Mulliken spin population.
Element x y z (Å)
Re -0.315670 -0.001201 -0.600475  0.946
Cl 5.756371 3.826033 -2.397988  0.004
C 4.511466 2.749581 -1.919908  0.020
C 4.831614 1.425315 -1.578166  -0.013
C 3.861503 0.534128 -1.182911  0.006
Cl 4.266267 -1.084007 -0.761913  0.002
C 2.527082 0.928910 -1.113570  0.015
O 1.624008 0.037443 -0.705918  0.064
C 2.205114 2.254664 -1.465065  0.001
C 0.876402 2.703502 -1.463569  -0.011
O -0.141384 2.010130 -1.155169  0.022
C 3.213848 3.160868 -1.868930  -0.011
H 5.861900 1.093976 -1.627167  0.000
H 0.687837 3.735943 -1.759279  0.000
H 2.953779 4.176592 -2.142244  0.000
O -2.374810 0.333654 -1.017823  -0.003
C -3.144392 1.323579 -0.227058  0.009
C -3.741628 0.603387 0.962977  -0.008
C -2.799308 -0.438058 1.577396  0.026
C -1.548784 0.112691 2.201402  -0.003
C -1.527488 0.434330 3.545700  0.002
C -0.355566 0.833530 4.162476  0.004
C 0.811204 0.880876 3.412169  -0.003
C 0.748404 0.577416 2.076075  0.005
N -0.414145 0.227369 1.464431  0.026
H -2.555967 0.441085 -1.963480  0.000
H -3.917034 1.729717 -0.873807  0.001
H -2.461272 2.123433 0.049936  -0.001
H -4.656850 0.090758 0.668173  -0.001
H -4.015135 1.358873 1.702087  0.000
H -2.532996 -1.187563 0.830974  -0.002
H -3.346914 -0.968164 2.354811  0.000
H -2.444459 0.341030 4.112069  0.000
H -0.345404 1.079478 5.216225  0.000
H 1.762783 1.145260 3.850707  0.000
H 1.635054 0.600638 1.464593  0.004
F -0.489012 -1.190992 -2.853046  -0.001
C -0.507536 -2.317581 -2.056380  0.002
C -0.467589 -2.019486 -0.697136  -0.073
C -0.455124 -3.095632 0.191842  0.001
F -0.423549 -2.880920 1.505635  -0.003
C -0.483449 -4.391604 -0.275393  0.000
F -0.472858 -5.415544 0.555066  0.001
C -0.527486 -4.627541 -1.653022  -0.028
F -0.555516 -5.861824 -2.092158  -0.005
C -0.539409 -3.575122 -2.579115  0.004
F -0.573881 -3.818945 -3.874047  0.000

Atoms 1-6, force components in eV/Å:
0.8 -1.5 -1.1
0.0 0.0 0.0
0.3 -0.2 0.0
0.2 0.1 0.0
0.2 -0.3 0.1
0.0 0.1 0.0

## Properties
* highest occupied orbital energy (alpha / beta): -14.63 / -14.67 eV
* <S²>: 0.801
* 2S+1: 2
* energy: -70381.431 eV
* charge: +2
* Kohn-Sham gap (alpha / beta): 5.58 / 6.15 eV

***

Entry 3:
DFT (wB97M-V/def2-TZVPD) results for an isolated molecule of C4H7NO in a non-equilibrium geometry.

Each line ends with the Mulliken charge.
Element x y z (Å)
C -0.226388 0.644359 0.818415  0.462
C -0.148612 0.379764 -0.619693  -0.438
C 0.074510 -0.973195 -1.078179  0.027
C 1.003534 -1.881124 -0.644651  -0.865
H -1.382886 2.405980 0.625352  0.217
H -0.779709 1.957738 2.293151  0.263
H -0.907711 0.879108 -1.222666  0.414
H 0.932073 0.718282 -0.556838  0.158
H -0.666445 -1.356035 -1.777058  0.250
H 0.962979 -2.871927 -0.921801  0.292
H 1.762029 -1.713960 0.127399  0.226
N -0.699385 1.926238 1.274398  -0.466
O 0.076011 -0.115229 1.682171  -0.540

Atoms 1-6, force components in eV/Å:
-3.0 2.0 2.6
2.2 1.1 0.0
0.7 -3.9 0.6
-1.1 3.2 0.6
1.2 -0.6 1.7
-0.3 0.1 -0.8

## Properties
* highest occupied orbital energy: -9.35 eV
* 2S+1: 1
* energy: -7797.752 eV
* charge: 0
* Kohn-Sham gap: 10.21 eV

***

Entry 4:
DFT (wB97M-V/def2-TZVPD) results for a 2-piece molecular cluster, C10H24BO5S overall.

Each line ends with the Mulliken charge.
Element x y z (Å)
C 6.706676 -2.033961 0.383931  -1.190
C 6.254529 -0.656344 -0.114907  -0.163
C 5.080747 -0.056857 0.700407  -0.921
B 3.706800 0.098687 -0.202105  0.322
C 2.324628 0.214334 0.700685  -1.025
C 1.075159 -0.027278 -0.149336  -0.423
C -0.257967 0.277083 0.538026  -0.632
C -1.436982 -0.449120 -0.079761  -0.217
O -1.379287 -1.825196 0.289764  -0.362
C -2.515001 -2.560308 -0.082043  -0.641
H 7.439486 -1.950900 1.189821  0.283
H 7.159164 -2.629962 -0.413772  0.347
H 5.847939 -2.593946 0.754587  0.326
H 5.928689 -0.775722 -1.151287  0.196
H 7.110396 0.024734 -0.138090  0.256
H 5.410041 0.930113 1.049982  0.184
H 4.908169 -0.679655 1.585533  0.325
H 3.785752 1.075551 -0.957323  -0.276
H 3.594870 -0.931957 -0.893428  -0.228
H 2.243639 1.204692 1.172765  0.208
H 2.343056 -0.528846 1.510501  0.233
H 1.095654 -1.066562 -0.484624  0.268
H 1.168886 0.593960 -1.046547  0.211
H -0.207079 0.023095 1.599404  0.349
H -0.464879 1.348699 0.462303  0.318
H -2.395419 -0.023434 0.231629  0.306
H -1.359933 -0.378192 -1.172042  0.262
H -2.267100 -3.275706 -0.871527  0.237
H -3.314176 -1.906398 -0.439023  0.234
H -2.871460 -3.129675 0.779105  0.221
C -6.759617 1.306510 -0.745094  -0.279
C -6.423745 1.988055 0.566536  -0.324
O -5.018250 2.233891 0.471886  -0.307
S -4.612508 2.548199 -1.045954  1.068
O -4.558068 3.950263 -1.244934  -0.566
O -3.538014 1.699468 -1.394845  -0.420
O -5.969994 2.008181 -1.711554  -0.328
H -6.466463 0.255037 -0.741306  0.260
H -7.808394 1.399882 -1.013521  0.301
H -6.611935 1.359537 1.432214  0.303
H -6.948011 2.940045 0.673944  0.282

Atoms 1-6, force components in eV/Å:
0.1 0.1 -0.1
-0.2 -0.2 0.0
0.3 0.3 -0.5
-0.2 -0.3 0.4
0.2 0.1 -0.3
0.3 0.1 0.2

## Properties
* highest occupied orbital energy: -4.33 eV
* 2S+1: 1
* energy: -32507.075 eV
* charge: -1
* Kohn-Sham gap: 6.19 eV

***

> What is the energy in the first record?

-10507.854 eV